(1)
The following is a quantum chemistry calculation of a molecular structure, BF4H4KO2, from OMol25.

Each line ends with the Löwdin charge.
Element x y z (Å)
K 0.394 -0.243 1.804  0.967
B -1.028 -3.147 -2.681  -1.298
F -0.104 -3.861 -1.906  0.059
F -0.352 -2.698 -3.844  0.066
F -2.068 -4.048 -2.983  0.079
F -1.426 -2.119 -1.877  0.106
O 1.438 2.426 5.183  -0.054
H 2.372 2.425 5.395  0.034
H 1.007 2.153 5.993  0.033
O 0.153 3.128 -1.392  -0.058
H -0.776 2.896 -1.373  0.029
H 0.391 3.086 -2.319  0.037

Output
F_max (eV Å⁻¹): 2.19
Total energy (eV): -32036.882
HOMO-LUMO gap (Eh): 0.282
Highest occupied orbital energy (Eh): -0.356
Total charge: 0
LUMO (eV): -2.00

---

(2)
The following is a quantum chemistry calculation of 11 unconnected molecules or ions with the total composition BH24O10, from OMol25.

Each line ends with the Löwdin charge.
Element x y z (Å)
B -0.118 -0.184 0.989  -0.409
H -1.197 -0.247 1.487  -0.054
H 0.245 0.958 0.945  -0.051
H 0.643 -0.876 1.647  -0.030
H -0.171 -0.614 -0.170  -0.019
O 1.939 1.070 -1.890  -0.041
H 2.148 0.657 -1.042  0.038
H 2.472 0.662 -2.572  0.047
O 2.983 0.975 2.053  -0.117
H 2.794 1.887 1.813  -0.051
H 2.093 0.552 2.160  -0.008
O -2.639 1.080 -0.448  -0.065
H -2.033 0.497 0.038  -0.033
H -3.084 1.575 0.225  0.032
O 0.425 -3.713 -0.156  -0.036
H -0.112 -3.081 0.311  0.010
H -0.062 -4.181 -0.814  0.032
O -2.097 -2.486 -2.230  -0.075
H -1.182 -2.194 -2.269  0.022
H -2.095 -2.871 -1.337  -0.031
O -2.678 -2.984 0.360  -0.015
H -2.649 -2.666 1.241  0.044
H -2.864 -3.907 0.396  0.045
O -0.561 2.366 -1.757  -0.082
H -1.291 1.828 -1.399  -0.015
H 0.168 1.776 -1.734  -0.050
O 2.241 3.469 1.586  -0.032
H 1.375 3.265 1.890  0.002
H 2.053 3.679 0.670  0.064
O 2.154 -2.116 -1.728  -0.048
H 1.667 -2.625 -1.109  -0.039
H 2.418 -1.292 -1.335  -0.003
O -0.679 3.490 1.489  -0.031
H -1.556 3.721 1.302  0.009
H -0.733 2.543 1.382  -0.009

Output
F_max (eV Å⁻¹): 2.25
Total energy (eV): -21542.268
Energy above the lowest of the compared OMol25 structures with the same formula, charge and spin (kcal/mol): 19.2
HOMO-LUMO gap (Eh): 0.335
Highest occupied orbital energy (Eh): -0.243
Total charge: -1
LUMO (eV): 2.50

---

(3)
The following is a quantum chemistry calculation of 12 unconnected molecules or ions with the total composition BH26O11, from OMol25.

Each line ends with the Löwdin charge.
Element x y z (Å)
B 0.340 -1.272 0.454  -0.395
H 1.022 -0.256 0.625  -0.027
H 0.899 -2.067 -0.228  -0.039
H 0.109 -1.731 1.562  -0.037
H -0.740 -0.957 -0.015  -0.037
O -3.595 -0.565 0.299  -0.073
H -3.847 -1.354 0.823  0.065
H -3.417 -0.083 1.119  0.038
O 0.198 1.513 -1.972  -0.075
H -0.452 0.956 -1.542  -0.028
H 0.985 0.918 -1.923  0.020
O 3.030 -0.155 -1.990  -0.046
H 2.593 -0.962 -1.798  0.014
H 3.495 -0.393 -2.830  0.093
O -2.636 1.191 -1.621  -0.061
H -2.946 0.594 -0.937  -0.026
H -3.365 1.205 -2.274  0.052
O -1.985 -3.392 -0.655  -0.073
H -1.907 -3.339 -1.569  -0.018
H -1.467 -2.577 -0.399  -0.011
O 2.123 1.443 3.873  -0.054
H 2.166 0.788 3.167  0.028
H 1.301 1.897 3.703  0.017
O 3.860 1.159 0.187  -0.106
H 3.434 0.384 0.593  0.026
H 3.888 0.907 -0.777  0.022
O 0.409 -1.307 -3.054  -0.099
H -0.387 -0.772 -3.270  0.053
H 0.450 -1.377 -2.072  -0.022
O -0.925 1.974 0.839  -0.041
H -0.725 2.345 1.672  0.021
H -0.680 1.035 0.879  -0.002
O 1.694 3.019 0.106  -0.101
H 0.814 2.559 0.113  -0.001
H 2.263 2.420 -0.363  -0.029
O -2.116 -0.897 3.204  -0.022
H -2.477 -1.723 3.431  0.012
H -1.409 -1.132 2.643  -0.038

Output
F_max (eV Å⁻¹): 2.86
Total energy (eV): -23622.091
Energy above the lowest of the compared OMol25 structures with the same formula, charge and spin (kcal/mol): 22.0
HOMO-LUMO gap (Eh): 0.346
Highest occupied orbital energy (Eh): -0.246
Total charge: -1
LUMO (eV): 2.70

---

(4)
The following is a quantum chemistry calculation of a molecular structure, BH28O12, from OMol25.

Each line ends with the Löwdin charge.
Element x y z (Å)
B -0.080 -0.398 0.265  -0.406
H -1.255 -0.417 0.502  -0.071
H 0.471 -1.466 0.166  -0.053
H -0.022 0.209 -0.754  -0.054
H 0.312 0.358 1.134  -0.061
O -0.702 0.250 -4.166  -0.160
H 0.030 -0.073 -4.848  0.075
H 0.146 0.308 -3.583  0.027
O 2.135 2.480 0.528  0.030
H 1.934 1.688 0.830  -0.076
H 2.816 2.798 1.110  0.053
O -0.616 3.551 -0.069  -0.008
H -0.646 4.218 0.706  0.145
H 0.102 3.199 0.209  -0.107
O -3.480 -1.046 3.105  -0.170
H -3.756 -1.744 2.413  0.050
H -2.957 -0.296 2.527  0.099
O 2.802 -2.985 -1.330  0.115
H 2.412 -3.667 -0.941  0.042
H 2.138 -2.650 -1.782  -0.025
O 0.268 -2.271 3.569  -0.048
H 0.332 -1.525 3.041  -0.042
H 0.115 -3.040 2.977  0.057
O -3.033 1.984 -0.192  -0.049
H -2.611 1.206 0.125  -0.030
H -2.228 2.482 -0.106  -0.027
O 0.522 3.019 -2.492  -0.096
H -0.130 2.857 -1.651  0.086
H 1.171 2.579 -2.007  -0.047
O 2.218 -0.744 -2.924  -0.119
H 2.045 -0.607 -1.925  0.063
H 2.060 -1.783 -3.049  0.096
O 3.588 -1.708 0.120  0.043
H 3.525 -2.414 -0.437  -0.157
H 2.823 -1.505 0.373  -0.119
O -1.235 1.662 3.705  -0.006
H -0.717 1.427 3.024  -0.070
H -1.003 0.852 4.172  0.048
O -3.474 -2.249 -1.051  -0.087
H -2.564 -1.824 -1.084  0.056
H -3.476 -2.698 -0.207  0.005

Output
F_max (eV Å⁻¹): 12.47
Total energy (eV): -25695.926
Energy above the lowest of the compared OMol25 structures with the same formula, charge and spin (kcal/mol): 166.3
HOMO-LUMO gap (Eh): 0.339
Highest occupied orbital energy (Eh): -0.257
Total charge: -1
LUMO (eV): 2.23

---

(5)
The following is a quantum chemistry calculation of BH3S3 in the gas phase, from OMol25.

Each line ends with the Löwdin charge.
Element x y z (Å)
S -0.754 -1.259 1.164  0.675
S 0.584 1.702 1.036  0.605
S 0.525 -0.113 -1.545  0.648
B -0.034 0.113 0.202  -1.489
H -1.840 -1.052 0.465  -0.165
H 1.790 1.823 0.397  -0.141
H -0.271 -1.214 -1.720  -0.133

Output
F_max (eV Å⁻¹): 2.43
Total energy (eV): -33232.113
Energy above the lowest of the compared OMol25 structures with the same formula, charge and spin (kcal/mol): 5.1
HOMO-LUMO gap (Eh): 0.348
Highest occupied orbital energy (Eh): -0.348
Structure (SMILES): SB(S)S
Total charge: 0
LUMO (eV): 0.00

---

(6)
The following is a quantum chemistry calculation of BH4NO2 in the gas phase, from OMol25.

Each line ends with the Löwdin charge.
Element x y z (Å)
B 0.093 0.053 0.055  -0.742
N -0.231 -0.320 -1.245  0.211
O 1.316 -0.197 0.582  0.165
O -1.027 0.490 0.968  0.041
H 0.356 -0.938 -1.774  0.085
H -1.138 -0.162 -1.642  0.083
H 1.350 -0.135 1.536  0.099
H -0.719 1.210 1.519  0.058

Output
F_max (eV Å⁻¹): 3.56
Total energy (eV): -6330.022
Energy above the lowest of the compared OMol25 structures with the same formula, charge and spin (kcal/mol): 0.0
HOMO-LUMO gap (Eh): 0.395
Highest occupied orbital energy (Eh): -0.379
Structure (SMILES): NB(O)O
Total charge: 0
LUMO (eV): 0.44

---

(7)
The following is a quantum chemistry calculation of 2 unconnected molecules or ions with the total composition BH4NS, from OMol25.

Each line ends with the Löwdin charge.
Element x y z (Å)
B -0.038 -0.147 -0.148  -0.840
N 0.671 1.016 -0.016  0.070
S -0.485 -1.220 1.205  0.696
H -0.751 -0.601 -1.683  0.091
H 0.909 1.642 -0.766  0.073
H 0.974 1.349 0.886  0.076
H -1.280 -2.038 0.523  -0.166

Output
F_max (eV Å⁻¹): 4.46
Total energy (eV): -13066.626
Energy above the lowest of the compared OMol25 structures with the same formula, charge and spin (kcal/mol): 32.7
HOMO-LUMO gap (Eh): 0.376
Highest occupied orbital energy (Eh): -0.355
Total charge: 0
LUMO (eV): 0.57

---

(8)
The following is a quantum chemistry calculation of a molecular structure, BH52NiO24, from OMol25.

Each line ends with the Löwdin charge.
Element x y z (Å)
Ni -0.256 -0.008 0.229  0.665
B 0.179 1.921 1.249  -0.365
H 1.239 1.720 1.269  -0.015
H -0.276 1.233 1.944  -0.020
H -0.064 2.905 1.620  -0.004
H -0.198 1.842 0.241  0.007
O 0.686 -4.839 1.504  -0.015
H 1.084 -4.210 2.105  0.005
H 0.011 -5.275 2.025  0.076
O 0.775 -3.954 -3.051  -0.057
H 1.516 -3.639 -3.569  0.039
H 1.140 -4.110 -2.180  -0.035
O 1.886 0.129 -3.413  -0.040
H 2.117 0.466 -4.279  0.056
H 1.028 -0.277 -3.535  -0.018
O -0.861 2.947 -3.371  -0.036
H -0.003 2.821 -3.776  0.034
H -1.014 3.890 -3.420  0.038
O -2.221 -0.158 0.882  -0.018
H -2.599 -1.024 0.729  0.042
H -2.978 0.412 1.023  0.012
O 0.777 4.657 3.028  -0.049
H 1.667 4.374 3.236  0.027
H 0.458 4.007 2.402  -0.048
O 4.121 0.813 0.086  -0.026
H 4.144 1.590 -0.472  0.055
H 4.948 0.839 0.568  0.066
O -0.591 -2.157 -0.266  -0.016
H -1.367 -2.407 -0.768  0.018
H -0.064 -2.955 -0.226  0.040
O -3.198 2.055 -1.226  -0.028
H -2.838 2.940 -1.282  0.076
H -3.535 1.988 -0.332  0.027
O -3.985 1.680 1.706  -0.021
H -3.353 1.556 2.414  0.030
H -4.805 1.893 2.151  0.082
O 2.345 3.819 0.442  -0.039
H 1.847 3.040 0.690  -0.048
H 3.069 3.484 -0.086  0.031
O 0.919 -0.851 1.944  -0.035
H 1.311 -1.697 2.159  0.008
H 1.395 -0.222 2.486  0.039
O -3.116 -2.370 -1.269  -0.026
H -3.467 -3.261 -1.272  0.073
H -3.576 -1.929 -1.983  0.032
O 1.921 -3.981 -0.724  -0.039
H 2.542 -3.290 -0.492  0.000
H 1.441 -4.154 0.086  -0.010
O 3.533 0.493 2.838  -0.038
H 3.248 1.273 3.313  0.056
H 3.448 0.729 1.915  -0.017
O -0.502 -1.153 -3.884  -0.020
H -0.378 -2.078 -3.670  0.044
H -0.619 -1.140 -4.834  0.087
O 1.590 -0.345 -0.638  -0.027
H 1.743 0.001 -1.517  0.033
H 2.424 -0.743 -0.389  0.037
O 2.156 -2.934 3.111  -0.022
H 1.918 -3.602 3.754  0.082
H 3.052 -2.687 3.342  0.077
O -0.974 0.377 -1.585  -0.034
H -1.561 1.092 -1.832  0.033
H -0.979 -0.209 -2.342  0.031
O -4.054 -0.078 -2.694  -0.039
H -3.735 0.427 -3.442  0.052
H -4.027 0.536 -1.960  0.006
O 3.649 -2.396 0.425  -0.014
H 3.742 -1.984 1.284  0.046
H 4.244 -3.145 0.453  0.085
O -1.771 2.010 3.847  -0.040
H -1.197 2.090 3.085  -0.027
H -1.179 1.823 4.575  0.050
O 0.164 4.979 -1.135  -0.048
H 0.681 4.881 -1.935  0.020
H 0.583 4.390 -0.507  -0.012
O -4.889 -1.362 1.226  -0.032
H -5.840 -1.410 1.322  0.050
H -4.669 -2.091 0.646  0.015

Output
F_max (eV Å⁻¹): 4.29
Total energy (eV): -91699.455
Energy above the lowest of the compared OMol25 structures with the same formula, charge and spin (kcal/mol): 0.0
HOMO-LUMO gap (spin up / spin down) (Eh): 0.354 / 0.354
Highest occupied orbital energy (spin up / spin down) (Eh): -0.453 / -0.453
Multiplicity: 3
Total charge: +1
LUMO (spin up / spin down) (eV): -2.70 / -2.70

---

(9)
The following is a quantum chemistry calculation of a molecular structure, BaClO4Pb3, from OMol25.

Each line ends with the Löwdin charge.
Element x y z (Å)
Ba 2.385 -7.184 -1.518  1.999
Pb 2.575 4.696 -5.242  1.886
Pb 2.678 2.596 6.002  1.873
Pb -7.224 -0.919 0.650  1.891
Cl -0.084 0.057 0.092  0.563
O 0.298 -1.258 -0.335  -0.315
O -1.410 0.319 0.060  -0.278
O 0.491 0.623 1.191  -0.291
O 0.291 1.069 -0.902  -0.327

Output
F_max (eV Å⁻¹): 8.14
Total energy (eV): -37042.535
HOMO-LUMO gap (Eh): 0.071
Highest occupied orbital energy (Eh): -0.779
Total charge: +7
LUMO (eV): -19.26

---

(10)
The following is a quantum chemistry calculation of a molecular structure, BaF30P5, from OMol25.

Each line ends with the Löwdin charge.
Element x y z (Å)
Ba -0.461 0.684 -0.389  1.858
P 3.773 1.013 -3.986  0.191
F 3.360 -0.295 -4.785  -0.163
F 3.948 1.749 -5.435  -0.206
F 2.209 1.541 -3.920  -0.223
F 4.263 2.487 -3.324  -0.218
F 3.514 0.332 -2.564  -0.157
F 5.280 0.364 -4.189  -0.201
P -0.810 -4.295 -3.011  0.167
F 0.279 -5.446 -2.696  -0.175
F -0.154 -3.932 -4.516  -0.214
F -1.866 -5.281 -3.728  -0.168
F -1.838 -2.991 -3.063  -0.222
F -1.463 -4.643 -1.559  -0.187
F 0.246 -3.293 -2.380  -0.181
P -0.293 5.121 1.734  0.181
F -0.295 6.237 0.528  -0.169
F 0.875 4.207 0.964  -0.229
F 0.882 5.762 2.595  -0.147
F -0.428 4.031 2.946  -0.207
F -1.460 5.832 2.546  -0.152
F -1.393 4.127 0.986  -0.242
P 2.284 -1.347 3.341  0.165
F 3.816 -1.018 3.840  -0.187
F 2.906 -2.146 2.056  -0.193
F 2.331 -2.635 4.252  -0.145
F 0.856 -1.777 2.767  -0.180
F 1.569 -0.436 4.534  -0.191
F 2.199 -0.018 2.346  -0.237
P -4.927 -0.562 2.055  0.205
F -3.767 0.125 2.847  -0.155
F -5.252 -1.518 3.344  -0.175
F -6.115 0.465 2.463  -0.169
F -5.979 -1.348 1.083  -0.179
F -4.348 0.496 0.887  -0.258
F -3.740 -1.590 1.429  -0.239

Output
F_max (eV Å⁻¹): 2.98
Total energy (eV): -128695.719
Energy above the lowest of the compared OMol25 structures with the same formula, charge and spin (kcal/mol): 111.3
HOMO-LUMO gap (Eh): 0.344
Highest occupied orbital energy (Eh): -0.209
Total charge: -3
LUMO (eV): 3.65